1.
{
  "formula": "C16H47GeI2N2O2RhSbSeSi3",
  "method": "wB97M-V/def2-TZVPD",
  "symbols": ["Rh", "C", "O", "C", "O", "N", "N", "H", "H", "H", "H", "H", "H", "C", "Ge", "C", "C", "C", "Se", "C", "H", "H", "H", "H", "H", "H", "H", "H", "H", "H", "H", "H", "H", "H", "C", "Si", "C", "C", "Sb", "Si", "C", "C", "C", "Si", "C", "C", "C", "H", "H", "H", "H", "H", "H", "H", "H", "H", "H", "H", "H", "H", "H", "H", "H", "H", "H", "H", "H", "H", "H", "H", "H", "H", "H", "H", "I", "I"],
  "coordinates": [[2.22099, 1.28557, 0.22959], [7.33877, 1.22452, -0.56936], [6.05111, 1.84540, -0.84901], [4.94919, 1.37348, -0.38325], [3.88183, 1.95906, -0.68352], [4.93931, 0.27035, 0.40396], [3.68285, -0.25563, 0.79405], [8.06069, 1.84559, -1.08743], [7.35786, 0.21538, -0.97951], [7.53069, 1.24831, 0.50258], [5.77308, -0.26992, 0.58399], [3.69612, -0.43485, 1.79704], [3.51547, -1.13571, 0.30732], [-3.16270, 2.75667, -0.90184], [-2.06750, 4.37040, -1.08152], [-1.56544, 4.67044, -2.94206], [-2.79510, 5.94125, -0.20699], [-0.42000, 3.89794, 0.01108], [0.74812, 2.72806, -0.97904], [1.88217, 4.07343, -1.79335], [-3.93139, 2.71928, -1.67173], [-3.65171, 2.73489, 0.07258], [-2.54239, 1.86438, -1.01229], [-2.47564, 4.81286, -3.52514], [-1.03724, 3.82421, -3.38235], [-0.96502, 5.57275, -3.05381], [-3.72480, 6.23782, -0.69078], [-2.09881, 6.77504, -0.27815], [-3.00760, 5.74655, 0.84307], [-0.75528, 3.33130, 0.88420], [0.15891, 4.75529, 0.34769], [1.23440, 4.68780, -2.41618], [2.62219, 3.55937, -2.39616], [2.34895, 4.65867, -1.00527], [-3.60015, -0.88525, 2.85355], [-3.53018, -1.89690, 1.29901], [-3.85712, -3.72105, 1.51729], [-4.36057, -1.13328, -0.17130], [-0.95892, -2.05743, 0.70262], [0.46326, -3.62106, 2.25246], [-0.14008, -3.17869, 3.95106], [0.03927, -5.32829, 1.65246], [2.22806, -3.09263, 1.94319], [-0.36283, -1.96420, -1.86777], [-0.90898, -3.60471, -2.54101], [1.48410, -1.66079, -1.90507], [-1.30319, -0.48550, -2.49863], [-4.64737, -0.73733, 3.12621], [-3.15471, 0.10407, 2.72851], [-3.11005, -1.38335, 3.69011], [-4.90894, -3.86749, 1.77451], [-3.26661, -4.15251, 2.32829], [-3.67384, -4.29138, 0.60137], [-5.40915, -0.97017, 0.09175], [-4.34741, -1.79209, -1.04118], [-3.94314, -0.16862, -0.44364], [-1.19581, -3.41576, 4.08180], [0.01461, -2.11927, 4.16804], [0.40516, -3.75957, 4.69754], [-0.98383, -5.61303, 1.89366], [0.71276, -6.01893, 2.16806], [0.18875, -5.47410, 0.58238], [2.43693, -2.15476, 2.45963], [2.46176, -2.98913, 0.88221], [2.90513, -3.84964, 2.34720], [-0.53126, -4.44968, -1.96557], [-0.53402, -3.71432, -3.56110], [-1.99732, -3.67656, -2.57741], [2.05251, -2.43919, -1.39510], [1.71848, -0.69465, -1.44812], [1.82934, -1.63110, -2.94067], [-2.38114, -0.61205, -2.39262], [-1.09574, -0.35299, -3.56290], [-1.01068, 0.43583, -1.98483], [0.04727, 0.42546, 1.60529], [2.43357, 3.10212, 2.01037]],
  "lowdin_charge": [0.100, 0.038, 0.071, -0.534, -0.127, 0.080, 0.000, 0.119, 0.111, 0.114, 0.163, 0.114, 0.096, -0.208, 0.790, -0.213, -0.195, -0.581, 0.811, -0.286, 0.038, 0.032, -0.021, 0.039, 0.015, 0.032, 0.038, 0.035, 0.033, -0.022, 0.020, 0.038, 0.040, 0.042, -0.203, 0.385, -0.207, -0.195, 0.860, 0.360, -0.203, -0.193, -0.216, 0.375, -0.192, -0.209, -0.203, 0.058, 0.020, 0.038, 0.059, 0.029, 0.045, 0.061, 0.045, 0.011, 0.036, 0.033, 0.058, 0.041, 0.058, 0.035, 0.014, 0.007, 0.060, 0.033, 0.058, 0.047, 0.026, -0.021, 0.060, 0.032, 0.060, -0.020, 0.518, 0.518],
  "spin_multiplicity": 1,
  "charge": 3
}

---

2.
{
  "formula": "C30H35EuF6N3O2PSb",
  "method": "wB97M-V/def2-TZVPD",
  "symbols": ["Eu", "N", "C", "C", "C", "C", "N", "H", "H", "H", "H", "H", "H", "H", "H", "H", "H", "H", "H", "C", "C", "O", "C", "C", "C", "C", "C", "C", "O", "H", "H", "H", "H", "H", "H", "H", "N", "C", "C", "C", "C", "C", "C", "P", "C", "C", "C", "C", "C", "C", "C", "C", "C", "C", "C", "C", "H", "H", "H", "H", "H", "H", "H", "H", "H", "H", "H", "H", "H", "H", "H", "H", "F", "Sb", "F", "F", "F", "F", "F"],
  "coordinates": [[-0.36628, 0.51691, 1.01892], [0.23020, -0.57154, 3.33982], [-0.65256, -1.16058, 4.38174], [-2.03826, -0.55404, 4.26722], [-2.84101, -1.13465, 3.09124], [-3.68000, -0.09660, 2.34473], [-2.98363, 0.36129, 1.11542], [1.12689, -1.04642, 3.34117], [0.44916, 0.37673, 3.64827], [-0.22991, -0.99485, 5.37370], [-0.69998, -2.24048, 4.22368], [-1.92192, 0.52827, 4.14913], [-2.58692, -0.70370, 5.19767], [-3.46552, -1.95487, 3.44738], [-2.15453, -1.58215, 2.36302], [-3.83904, 0.77365, 2.98003], [-4.66339, -0.49231, 2.09173], [-3.18561, 1.34233, 0.94591], [-3.36278, -0.13266, 0.31061], [4.18747, -0.47370, 0.05156], [3.20384, 0.10982, 1.02744], [2.06253, -0.34910, 1.06400], [3.63161, 1.20465, 1.91510], [4.99799, 1.36540, 2.18470], [5.44869, 2.36900, 3.01308], [4.53149, 3.25372, 3.57081], [3.18065, 3.12769, 3.30674], [2.72925, 2.10296, 2.49088], [1.37562, 1.97404, 2.29461], [3.65924, -1.12532, -0.64006], [4.94221, -1.06125, 0.57956], [4.70695, 0.31761, -0.48877], [5.71287, 0.67942, 1.75008], [6.50504, 2.47041, 3.22005], [4.87430, 4.05143, 4.21726], [2.45969, 3.82251, 3.71765], [-0.02472, -2.13523, 0.48516], [-0.20340, -2.86992, -0.75600], [-0.31533, -4.25271, -0.72894], [-0.40853, -4.96681, -1.91427], [-0.36965, -4.30303, -3.13284], [-0.28828, -2.91934, -3.15179], [-0.23041, -2.18647, -1.96908], [-0.36358, -0.37679, -1.90165], [-2.17778, -0.15928, -2.10895], [-2.67592, 1.13726, -2.25285], [-4.04191, 1.36431, -2.32914], [-4.93365, 0.30130, -2.25103], [-4.45162, -0.99036, -2.10313], [-3.07979, -1.21995, -2.03640], [0.35081, 0.21942, -3.45507], [1.72301, 0.45898, -3.44724], [2.37447, 0.85177, -4.60592], [1.65271, 1.02088, -5.77931], [0.28343, 0.79520, -5.79112], [-0.36801, 0.39229, -4.63143], [0.96367, -1.89618, 0.57106], [-0.23971, -2.74710, 1.26532], [-0.31070, -4.77638, 0.22113], [-0.49271, -6.04543, -1.88376], [-0.41876, -4.85920, -4.05922], [-0.28874, -2.39166, -4.09878], [-1.99214, 1.97746, -2.29120], [-4.41112, 2.37599, -2.44224], [-5.99932, 0.48095, -2.31079], [-5.13953, -1.82510, -2.05299], [-2.71919, -2.23590, -1.93141], [2.27950, 0.35750, -2.52101], [3.44068, 1.03746, -4.59067], [2.15680, 1.33819, -6.68307], [-0.28059, 0.92866, -6.70498], [-1.43586, 0.21089, -4.65186], [1.06523, 1.89332, -0.12320], [0.40315, 3.36859, 1.20714], [-0.95486, 2.12152, 2.40227], [2.04674, 4.11315, 0.78448], [0.12913, 4.45685, 2.67444], [-0.40518, 4.57879, 0.09653], [-1.19267, 2.30249, 0.07772]],
  "lowdin_charge": [1.841, -0.060, -0.239, -0.198, -0.198, -0.224, -0.052, 0.084, 0.065, 0.118, 0.116, 0.100, 0.121, 0.116, 0.073, 0.119, 0.116, 0.078, 0.057, 0.012, -0.334, -0.102, -0.088, -0.013, -0.055, -0.030, 0.000, -0.287, -0.346, 0.086, 0.100, 0.106, 0.114, 0.113, 0.119, 0.124, -0.005, -0.315, -0.029, -0.060, -0.061, -0.063, -0.333, 1.061, -0.391, -0.122, -0.065, -0.075, -0.077, -0.093, -0.372, -0.095, -0.068, -0.067, -0.063, -0.085, 0.049, 0.080, 0.115, 0.113, 0.112, 0.112, 0.110, 0.114, 0.110, 0.109, 0.101, 0.090, 0.109, 0.110, 0.111, 0.109, -0.460, 1.510, -0.471, -0.298, -0.306, -0.300, -0.504],
  "spin_multiplicity": 7,
  "charge": 1,
  "s_squared": 12.01
}

---

3.
{
  "formula": "C3H2O3S",
  "method": "wB97M-V/def2-TZVPD",
  "symbols": ["O", "C", "C", "S", "C", "O", "O", "H", "H"],
  "coordinates": [[-1.54216, -1.51237, 0.50116], [-0.74507, -0.69784, 0.16256], [0.37596, -0.14482, 1.02131], [1.27365, 1.05498, 0.00738], [0.20018, 0.76981, -1.37804], [0.28013, 1.30942, -2.43784], [-0.77663, -0.15614, -1.10297], [-0.06369, 0.34856, 1.90743], [0.99763, -0.97159, 1.31900]],
  "lowdin_charge": [0.165, -0.494, -0.343, 1.028, -0.749, 0.096, 0.098, 0.107, 0.091],
  "spin_multiplicity": 1,
  "charge": 0,
  "smiles": "O=C1CSC(=O)O1"
}

---

Number 1: energy -7190.0540 a.u., F_max 0.0145 Eh/bohr. Number 2: energy -3370.1071 a.u., F_max 0.0592 Eh/bohr. Number 3: energy -739.4510 a.u., F_max 0.0157 Eh/bohr.